# 1
Here is the molecule C17H25N3O3 from OMol25. Energies are from ωB97M-V with the def2-TZVPD basis set.

Last columns: bonded neighbours and bond lengths (Å).
Element x y z (Å)
1 C 1.316 -0.408 -6.685  H2 1.095, H3 1.089, H4 1.095, O5 1.406
2 H 1.448 -1.494 -6.739  C1 1.095
3 H 2.216 0.082 -7.053  C1 1.089
4 H 0.465 -0.113 -7.307  C1 1.095
5 O 1.163 0.030 -5.357  C1 1.406, C6 1.366
6 C 0.096 -0.426 -4.636  O5 1.366, C7 1.389, C11 1.403
7 C -0.860 -1.309 -5.121  C6 1.389, C8 1.386, H48 1.079
8 C -1.909 -1.714 -4.312  C7 1.386, C9 1.381, H47 1.080
9 C -2.018 -1.243 -3.019  C8 1.381, C10 1.385, H46 1.079
10 C -1.064 -0.363 -2.533  C9 1.385, C11 1.384, H45 1.080
11 C -0.004 0.050 -3.320  C6 1.403, C10 1.384, C12 1.507
12 C 1.037 1.006 -2.799  C11 1.507, N13 1.444, H43 1.095, H44 1.095
13 N 1.215 0.912 -1.369  C12 1.444, C14 1.347, H42 1.006
14 C 0.950 1.938 -0.537  N13 1.347, O15 1.216, C16 1.528
15 O 0.590 3.029 -0.933  C14 1.216
16 C 1.113 1.667 0.958  C14 1.528, C17 1.526, C32 1.534, H41 1.097
17 C 1.855 0.394 1.355  C16 1.526, C18 1.532, H39 1.092, H40 1.092
18 C 1.913 0.311 2.883  C17 1.532, N19 1.454, H37 1.095, H38 1.091
19 N 0.593 0.326 3.492  C18 1.454, C20 1.395, C31 1.454
20 C -0.056 -0.908 3.516  N19 1.395, O21 1.218, N22 1.366
21 O 0.331 -1.870 2.877  C20 1.218
22 N -1.147 -0.970 4.337  C20 1.366, C23 1.442, C27 1.444
23 C -1.333 -0.122 5.489  N22 1.442, H24 1.087, H25 1.094, H26 1.094
24 H -0.493 0.559 5.593  C23 1.087
25 H -1.392 -0.742 6.389  C23 1.094
26 H -2.263 0.450 5.411  C23 1.094
27 C -1.935 -2.180 4.335  N22 1.444, H28 1.094, H29 1.087, H30 1.092
28 H -1.719 -2.797 5.214  C27 1.094
29 H -1.691 -2.749 3.441  C27 1.087
30 H -2.996 -1.924 4.334  C27 1.092
31 C -0.162 1.511 3.120  N19 1.454, C32 1.532, H35 1.096, H36 1.089
32 C -0.280 1.645 1.599  C16 1.534, C31 1.532, H33 1.094, H34 1.091
33 H -0.846 0.794 1.210  C32 1.094
34 H -0.817 2.561 1.347  C32 1.091
35 H 0.361 2.383 3.528  C31 1.096
36 H -1.159 1.465 3.554  C31 1.089
37 H 2.468 1.163 3.288  C18 1.095
38 H 2.408 -0.613 3.186  C18 1.091
39 H 1.324 -0.496 1.009  C17 1.092
40 H 2.869 0.388 0.953  C17 1.092
41 H 1.652 2.534 1.359  C16 1.097
42 H 1.470 0.011 -0.999  N13 1.006
43 H 1.986 0.819 -3.309  C12 1.095
44 H 0.734 2.039 -3.004  C12 1.095
45 H -1.147 0.018 -1.525  C10 1.080
46 H -2.837 -1.555 -2.390  C9 1.079
47 H -2.644 -2.401 -4.705  C8 1.080
48 H -0.799 -1.688 -6.129  C7 1.079

Energy above the lowest of the compared OMol25 structures with the same formula, charge and spin in kJ/mol: 176.84
HOMO-LUMO gap in eV: 9.26
LUMO energy in Ha: 0.0281
F_max in eV Å⁻¹: 0.6
Structure (SMILES): COc1ccccc1CNC(=O)C1CCN(C(=O)N(C)C)CC1



# 2
Here is the molecule C7H9N at a distorted geometry from OMol25. Energies are from ωB97M-V with the def2-TZVPD basis set.

Last columns: bonded neighbours and bond lengths (Å).
Element x y z (Å)
1 C 2.677 0.073 0.643  H8 1.190, H9 1.019, H10 0.982, N17 1.476
2 C 0.478 -0.014 -0.330  C3 1.335, C7 1.468, N17 1.396
3 C -0.153 1.156 -0.208  C2 1.335, C4 1.379, H12 1.064
4 C -1.510 1.231 0.025  C3 1.379, C5 1.455, H13 1.277
5 C -2.371 0.070 0.195  C4 1.455, C6 1.432, H14 1.093
6 C -1.649 -1.165 0.141  C5 1.432, C7 1.406, H15 1.138
7 C -0.283 -1.260 -0.178  C2 1.468, C6 1.406, H16 1.022
8 H 3.838 0.056 0.385  C1 1.190
9 H 2.547 0.929 1.181  C1 1.019
10 H 2.420 -0.696 1.197  C1 0.982
11 H 2.273 -0.705 -0.947  N17 0.862
12 H 0.346 2.081 -0.371  C3 1.064
13 H -2.079 2.370 0.111  C4 1.277
14 H -3.375 0.133 0.622  C5 1.093
15 H -2.187 -2.145 0.356  C6 1.138
16 H 0.119 -2.198 -0.241  C7 1.022
17 N 1.852 -0.052 -0.574  C1 1.476, C2 1.396, H11 0.862

Energy above the lowest of the compared OMol25 structures with the same formula, charge and spin in kJ/mol: 276.74
HOMO-LUMO gap in eV: 9.47
LUMO energy in Ha: 0.0393
F_max in eV Å⁻¹: 10.9
Structure (SMILES): CNc1ccccc1



# 3
Here is a cluster of 9 separate species, C50H90F5N8O5P2 in total at a distorted geometry from OMol25. Energies are from ωB97M-V with the def2-TZVPD basis set.

Last columns: bonded neighbours and bond lengths (Å).
Element x y z (Å)
1 C -2.930 -3.624 -0.514  C2 1.654, H31 1.171, H32 1.179, H33 1.193
2 C -3.542 -3.471 -2.042  C1 1.654, O3 1.479, H34 1.185, H35 1.178
3 O -4.571 -2.411 -1.976  C2 1.479, P4 1.776
4 P -4.860 -1.772 -3.608  O3 1.776, O5 1.600, C6 1.910, O28 1.741
5 O -6.139 -0.820 -3.484  P4 1.600
6 C -3.283 -0.801 -4.075  P4 1.910, C7 1.670, H36 1.174, H37 1.187
7 C -3.157 0.435 -2.959  C6 1.670, C8 1.639, H38 1.187, H39 1.181
8 C -1.614 0.746 -2.500  C7 1.639, P9 1.923, H40 1.171, H41 1.184
9 P -0.930 2.416 -3.161  C8 1.923, C10 1.911, C18 1.948, C22 1.928
10 C 0.755 2.737 -2.318  P9 1.911, C11 1.649, H42 1.194, H43 1.190
11 C 1.673 1.388 -2.085  C10 1.649, C12 1.655, H44 1.193, H45 1.181
12 C 2.053 1.361 -0.475  C11 1.655, C13 1.645, H46 1.176, H47 1.181
13 C 3.504 2.118 -0.313  C12 1.645, O14 1.475, H48 1.176, H49 1.179
14 O 4.160 1.633 0.916  C13 1.475, C15 1.474
15 C 4.134 2.646 1.986  O14 1.474, C16 1.656, O17 1.336
16 C 3.334 2.420 3.419  C15 1.656, H50 1.171, H51 1.176, H52 1.179
17 O 4.803 3.786 1.790  C15 1.336
18 C -0.577 2.189 -5.064  P9 1.948, F19 1.481, C20 1.640, H53 1.193
19 F 0.015 0.861 -5.344  C18 1.481
20 C 0.276 3.442 -5.689  C18 1.640, C21 1.641, H54 1.182, H55 1.182
21 C 1.893 3.190 -5.813  C20 1.641, H56 1.173, H57 1.193, H58 1.179
22 C -2.085 3.917 -2.802  P9 1.928, F23 1.506, F24 1.507, C25 1.642
23 F -2.822 3.751 -1.499  C22 1.506
24 F -1.168 5.092 -2.580  C22 1.507
25 C -3.062 4.326 -4.056  C22 1.642, F26 1.492, F27 1.507, H59 1.178
26 F -4.447 3.783 -3.949  C25 1.492
27 F -3.214 5.824 -4.004  C25 1.507
28 O -5.239 -3.115 -4.651  P4 1.741, C29 1.471
29 C -4.537 -3.040 -5.941  O28 1.471, C30 1.656, H60 1.194, H61 1.193
30 C -4.969 -1.742 -6.874  C29 1.656, H62 1.193, H63 1.178, H64 1.171
31 H -3.318 -4.574 0.050  C1 1.171
32 H -3.210 -2.692 0.151  C1 1.179
33 H -1.740 -3.708 -0.510  C1 1.193
34 H -2.710 -3.244 -2.855  C2 1.185
35 H -4.030 -4.497 -2.354  C2 1.178
36 H -3.361 -0.269 -5.118  C6 1.174
37 H -2.309 -1.478 -4.108  C6 1.187
38 H -3.781 0.169 -1.984  C7 1.187
39 H -3.628 1.397 -3.456  C7 1.181
40 H -1.514 0.763 -1.333  C8 1.171
41 H -0.936 -0.108 -2.963  C8 1.184
42 H 0.533 3.334 -1.309  C10 1.194
43 H 1.426 3.475 -2.967  C10 1.190
44 H 2.688 1.452 -2.708  C11 1.193
45 H 1.155 0.389 -2.443  C11 1.181
46 H 2.186 0.260 -0.083  C12 1.176
47 H 1.251 1.920 0.187  C12 1.181
48 H 4.223 1.859 -1.207  C13 1.176
49 H 3.337 3.285 -0.319  C13 1.179
50 H 3.502 1.312 3.759  C16 1.171
51 H 3.787 3.159 4.215  C16 1.176
52 H 2.181 2.635 3.300  C16 1.179
53 H -1.642 2.196 -5.601  C18 1.193
54 H -0.162 3.676 -6.761  C20 1.182
55 H 0.114 4.383 -4.991  C20 1.182
56 H 2.508 3.488 -4.860  C21 1.173
57 H 2.334 3.846 -6.705  C21 1.193
58 H 2.171 2.073 -6.069  C21 1.179
59 H -2.615 4.093 -5.121  C25 1.178
60 H -3.354 -3.162 -5.841  C29 1.194
61 H -4.881 -4.000 -6.561  C29 1.193
62 H -3.963 -1.121 -7.037  C30 1.193
63 H -5.303 -2.088 -7.950  C30 1.178
64 H -5.759 -1.039 -6.373  C30 1.171
65 C -1.460 3.121 5.618  C66 1.525, H70 1.095, H71 1.095, H72 1.096
66 C -0.888 3.123 7.032  C65 1.525, C67 1.530, H73 1.097, H74 1.096
67 C 0.600 3.479 7.071  C66 1.530, C68 1.520, H75 1.095, H76 1.095
68 C 1.393 2.461 6.269  C67 1.520, N69 1.261
69 N 2.051 1.616 5.604  C68 1.261
70 H -0.979 2.367 4.988  C65 1.095
71 H -2.530 2.890 5.641  C65 1.095
72 H -1.332 4.101 5.142  C65 1.096
73 H -1.046 2.134 7.479  C66 1.097
74 H -1.445 3.844 7.640  C66 1.096
75 H 0.958 3.480 8.106  C67 1.095
76 H 0.767 4.477 6.653  C67 1.095
77 C 8.181 -1.032 4.575  C78 1.525, H82 1.095, H83 1.095, H84 1.096
78 C 8.239 -0.199 3.298  C77 1.525, C79 1.530, H85 1.097, H86 1.096
79 C 7.140 0.864 3.231  C78 1.530, C80 1.520, H87 1.095, H88 1.095
80 C 5.776 0.196 3.267  C79 1.520, N81 1.261
81 N 4.644 -0.359 3.297  C80 1.261
82 H 7.246 -1.596 4.647  C77 1.095
83 H 9.000 -1.758 4.593  C77 1.095
84 H 8.269 -0.395 5.463  C77 1.096
85 H 8.161 -0.870 2.434  C78 1.097
86 H 9.216 0.292 3.238  C78 1.096
87 H 7.233 1.442 2.305  C79 1.095
88 H 7.224 1.558 4.074  C79 1.095
89 C -4.560 6.329 -1.136  C90 1.525, H94 1.095, H95 1.095, H96 1.096
90 C -5.446 5.794 -0.015  C89 1.525, C91 1.530, H97 1.097, H98 1.096
91 C -6.217 6.897 0.712  C90 1.530, C92 1.520, H99 1.095, H100 1.095
92 C -5.241 7.876 1.343  C91 1.520, N93 1.261
93 N -4.430 8.688 1.867  C92 1.261
94 H -3.785 7.001 -0.753  C89 1.095
95 H -4.051 5.505 -1.645  C89 1.095
96 H -5.154 6.874 -1.878  C89 1.096
97 H -4.820 5.244 0.699  C90 1.097
98 H -6.158 5.077 -0.437  C90 1.096
99 H -6.846 6.462 1.496  C91 1.095
100 H -6.867 7.436 0.014  C91 1.095
101 C 4.909 -3.410 1.875  C102 1.525, H106 1.095, H107 1.095, H108 1.096
102 C 4.543 -4.036 0.533  C101 1.525, C103 1.530, H109 1.097, H110 1.096
103 C 5.192 -5.405 0.319  C102 1.530, C104 1.520, H111 1.095, H112 1.095
104 C 6.705 -5.267 0.350  C103 1.520, N105 1.261
105 N 7.960 -5.153 0.376  C104 1.261
106 H 5.985 -3.221 1.954  C101 1.095
107 H 4.402 -2.448 1.997  C101 1.095
108 H 4.611 -4.060 2.706  C101 1.096
109 H 4.843 -3.352 -0.270  C102 1.097
110 H 3.455 -4.142 0.476  C102 1.096
111 H 4.888 -5.817 -0.649  C103 1.095
112 H 4.877 -6.106 1.100  C103 1.095
113 C 3.168 -9.494 3.223  C114 1.525, H118 1.095, H119 1.095, H120 1.096
114 C 4.373 -9.040 4.041  C113 1.525, C115 1.530, H121 1.097, H122 1.096
115 C 4.028 -7.940 5.047  C114 1.530, C116 1.520, H123 1.095, H124 1.095
116 C 3.501 -6.719 4.312  C115 1.520, N117 1.261
117 N 3.064 -5.705 3.702  C116 1.261
118 H 2.763 -8.680 2.614  C113 1.095
119 H 3.455 -10.299 2.539  C113 1.095
120 H 2.370 -9.868 3.874  C113 1.096
121 H 5.154 -8.687 3.357  C114 1.097
122 H 4.782 -9.902 4.579  C114 1.096
123 H 4.920 -7.660 5.617  C115 1.095
124 H 3.269 -8.290 5.755  C115 1.095
125 C -1.680 -0.808 10.281  C126 1.525, H130 1.095, H131 1.095, H132 1.096
126 C -0.476 -0.354 11.099  C125 1.525, C127 1.530, H133 1.097, H134 1.096
127 C -0.820 0.747 12.105  C126 1.530, C128 1.520, H135 1.095, H136 1.095
128 C -1.347 1.968 11.370  C127 1.520, N129 1.261
129 N -1.784 2.982 10.760  C128 1.261
130 H -2.085 0.007 9.671  C125 1.095
131 H -1.394 -1.613 9.597  C125 1.095
132 H -2.479 -1.181 10.932  C125 1.096
133 H 0.305 0.000 10.414  C126 1.097
134 H -0.066 -1.216 11.637  C126 1.096
135 H 0.072 1.027 12.675  C127 1.095
136 H -1.579 0.396 12.813  C127 1.095
137 C 1.162 7.630 -7.541  C138 1.525, H142 1.095, H143 1.095, H144 1.096
138 C 1.944 7.378 -8.825  C137 1.525, C139 1.530, H145 1.097, H146 1.096
139 C 1.218 6.438 -9.790  C138 1.530, C140 1.520, H147 1.095, H148 1.095
140 C 1.002 5.088 -9.126  C139 1.520, N141 1.261
141 N 0.822 3.968 -8.576  C140 1.261
142 H 1.015 6.707 -6.969  C137 1.095
143 H 1.705 8.327 -6.895  C137 1.095
144 H 0.178 8.061 -7.758  C137 1.096
145 H 2.925 6.960 -8.567  C138 1.097
146 H 2.124 8.336 -9.326  C138 1.096
147 H 1.812 6.301 -10.700  C139 1.095
148 H 0.248 6.858 -10.078  C139 1.095
149 C -5.222 -8.450 -3.905  C150 1.525, H154 1.095, H155 1.095, H156 1.096
150 C -6.107 -8.986 -2.785  C149 1.525, C151 1.530, H157 1.097, H158 1.096
151 C -6.879 -7.882 -2.058  C150 1.530, C152 1.520, H159 1.095, H160 1.095
152 C -5.902 -6.903 -1.427  C151 1.520, N153 1.261
153 N -5.092 -6.091 -0.903  C152 1.261
154 H -4.447 -7.778 -3.523  C149 1.095
155 H -4.713 -9.275 -4.414  C149 1.095
156 H -5.815 -7.905 -4.648  C149 1.096
157 H -5.482 -9.535 -2.070  C150 1.097
158 H -6.820 -9.703 -3.207  C150 1.096
159 H -7.508 -8.318 -1.274  C151 1.095
160 H -7.529 -7.344 -2.755  C151 1.095

HOMO-LUMO gap in eV: 7.93
LUMO energy in Ha: -0.1318
F_max in eV Å⁻¹: 10.4
Net charge: +1